No. 1
ORCA calculation (wB97M-V/def2-TZVPD) on 4 unconnected molecules or ions with the total composition C14H35O10PSi in a non-equilibrium geometry.

- Orbital gap: 0.32388 hartree
- Lowest unoccupied orbital energy: 0.56 eV
- SMILES: C[Si](C)(C)OCC[PH4].COC(=O)OC.COC(=O)OC.COC(=O)OC
- HOMO: -8.250 eV

Geometry (Å):
P -3.352 -5.835 0.683
Si 1.720 -5.404 0.956
O -1.382 4.504 0.286
O 0.764 3.840 -3.654
O 1.514 0.383 1.241
O -3.457 4.974 0.619
O 0.640 -6.393 0.052
O -0.450 5.146 -5.034
O 1.043 0.930 3.269
O 1.786 4.917 -5.214
O -1.890 6.345 1.484
O 1.493 2.570 1.789
C -0.647 -5.778 0.016
C 1.363 1.411 2.071
C 1.861 0.755 -0.091
C 1.501 -3.546 0.536
C -2.209 5.374 0.860
C -0.445 3.499 -2.975
C 1.749 5.812 -6.325
C 3.542 -5.817 0.607
C 0.005 4.811 0.463
C 0.849 1.935 4.264
C -4.455 5.823 1.182
C 1.326 -5.761 2.790
C -1.813 -6.782 0.016
C 0.593 4.682 -4.671
H -4.366 5.855 2.267
H 0.028 2.595 3.989
H -5.421 5.397 0.920
H -0.906 4.385 -2.541
H 2.815 1.281 -0.110
H 1.140 5.402 -7.129
H 4.042 -6.110 1.539
H -0.722 -5.203 -0.918
H -0.800 -5.116 0.890
H -1.661 -7.646 0.676
H -4.485 -5.052 1.172
H -2.986 -4.714 -0.156
H -0.185 2.815 -2.171
H -2.821 -5.866 2.023
H 0.575 -3.204 1.006
H 1.954 -0.163 -0.665
H -4.387 6.826 0.764
H -2.085 -7.087 -1.004
H 0.272 4.803 1.516
H -4.244 -6.841 0.182
H 1.372 6.788 -6.021
H -1.138 2.998 -3.648
H 2.373 -2.991 0.894
H 2.125 -5.450 3.468
H 0.595 1.423 5.189
H 4.062 -4.903 0.286
H 0.576 4.040 -0.043
H 1.078 1.369 -0.535
H 0.338 -5.380 3.065
H 1.763 2.507 4.417
H 1.467 -3.446 -0.557
H 3.699 -6.549 -0.190
H 2.771 5.925 -6.678
H 1.266 -6.859 2.869
H 0.246 5.775 0.014



No. 2
ORCA calculation (wB97M-V/def2-TZVPD) on a gas-phase ion, C4H8N3S (charge +1) in a non-equilibrium geometry.

- Orbital gap: 0.36092 hartree
- Net charge: +1
- Lowest unoccupied orbital energy: -4.29 eV
- SMILES: C[C@@H]1N=N[C@@]2(CS2)[NH2+]1
- Energy relative to the best compared isomer or geometry (same formula, charge and spin): 4.350 eV
- HOMO: -14.112 eV

Geometry (Å):
S 2.665 0.419 0.956
N -1.109 0.858 0.737
N 0.142 -0.735 -0.449
N -0.116 0.760 1.424
C 0.883 -0.051 0.874
C -1.073 0.107 -0.448
C 1.764 -0.894 1.765
C -1.405 1.112 -1.557
H 2.030 -1.877 1.382
H -2.117 1.784 -1.111
H -1.987 -0.647 -0.305
H 0.171 -1.784 -0.505
H -0.513 1.505 -1.878
H 0.882 -0.717 -1.185
H 1.659 -0.670 2.794
H -1.875 0.829 -2.495



No. 3
ORCA calculation (wB97M-V/def2-TZVPD) on a single C6H10N2 molecule in a non-equilibrium geometry.

- Orbital gap: 0.34746 hartree
- Lowest unoccupied orbital energy: 1.01 eV
- SMILES: C1[C@H]2CN3C[C@H](N2)[C@H]13
- Energy relative to the best compared isomer or geometry (same formula, charge and spin): 1.794 eV
- HOMO: -8.446 eV

Geometry (Å):
N 0.829 1.023 0.216
N -1.245 -0.584 -0.673
C 0.089 -0.345 -1.186
C 0.315 -1.242 1.004
C -1.016 -0.411 0.768
C 0.410 1.131 -1.227
C -0.369 0.974 1.037
C 1.088 -0.401 0.014
H 0.288 -2.324 0.711
H 2.124 -0.675 -0.230
H 0.309 -0.927 -2.095
H -0.443 1.819 -1.474
H -0.058 1.004 2.097
H 1.293 1.320 -1.822
H -1.863 -0.609 1.415
H 0.645 -1.164 2.057
H -1.042 1.801 0.843
H -1.446 -1.558 -0.771



No. 4
ORCA calculation (wB97M-V/def2-TZVPD) on 2 unconnected molecules or ions with the total composition CH2O2S2 in a non-equilibrium geometry.

- Orbital gap (spin up / spin down): 0.28999 / 0.28992 hartree
- Lowest unoccupied orbital energy (spin up / spin down): -1.24 / -1.24 eV
- Energy relative to the best compared isomer or geometry (same formula, charge and spin): 4.962 eV
- HOMO (spin up / spin down): -9.127 / -9.127 eV

Geometry (Å):
S -0.857 0.935 0.541
S -0.488 -1.085 -0.520
O -1.483 1.927 -0.317
O -0.348 -2.107 0.571
C 0.587 0.356 -0.211
H 1.087 0.764 -1.037
H 1.502 -0.790 0.973



No. 5
ORCA calculation (wB97M-V/def2-TZVPD) on a molecular structure, C40H31MoN11O2S2.

- Orbital gap: 0.23330 hartree
- Lowest unoccupied orbital energy: -1.30 eV
- Energy relative to the best compared isomer or geometry (same formula, charge and spin): 0.000 eV
- HOMO: -7.651 eV

Geometry (Å):
Mo -0.506 0.573 0.382
S -1.826 2.572 -3.927
S -1.916 0.533 -1.697
O -2.164 -2.553 -0.425
O -0.313 -1.277 -0.402
N 1.672 0.760 3.288
N -6.741 -0.964 1.655
N -1.081 3.042 -1.510
N 1.077 0.831 -1.484
N -2.331 -0.117 1.075
N 0.252 -0.802 2.142
N -0.965 2.600 -0.213
N 1.289 1.597 1.058
N -1.097 1.769 2.225
N 1.885 2.995 -0.810
N -3.409 -2.529 4.322
C -1.553 2.102 -2.271
C 1.161 -0.510 3.091
C -0.005 -2.981 3.132
C -0.473 -4.156 -4.054
C 2.349 2.223 -2.970
C 2.710 3.568 3.830
C 3.157 4.882 3.760
C -1.059 -2.286 -0.837
C -1.585 3.477 4.359
C -2.548 -3.037 -3.234
C -1.637 2.100 4.521
C 1.132 -0.116 -2.435
C 0.953 -3.518 -1.754
C 1.722 1.982 -1.742
C 1.780 -3.195 -0.535
C 1.537 -4.255 -2.778
C -0.336 -2.017 2.211
C -1.044 3.527 0.676
C -3.826 -1.936 3.423
C -1.338 3.988 3.100
C 2.264 3.684 1.462
C -1.386 1.284 3.436
C 2.251 2.998 2.658
C -1.109 -3.441 -3.048
C -0.379 -3.110 -1.896
C 1.574 -1.461 4.030
C 1.495 -5.380 -5.030
C 1.770 0.029 -3.646
C 1.002 -2.710 4.048
C -3.262 -0.603 1.566
C -1.123 3.104 2.051
C 3.168 5.578 2.549
C 1.694 1.656 2.380
C -5.630 -1.079 1.939
C -2.290 1.009 -4.696
C -4.264 -1.215 2.284
C 2.736 4.980 1.371
C 0.846 -4.576 -3.938
C 2.376 1.245 -3.934
C 1.766 2.746 0.435
H 1.263 -4.968 -6.013
H -1.130 -2.209 1.510
H -1.501 0.269 -4.576
H -1.029 -4.398 -4.954
H 2.083 -2.147 -0.527
H 1.226 -3.371 0.387
H 2.710 3.010 4.757
H -2.700 -1.978 -3.017
H 2.565 -4.584 -2.665
H -1.759 4.139 5.196
H -1.865 1.648 5.475
H 2.762 5.498 0.422
H 2.322 -1.154 4.745
H -1.154 4.559 0.371
H 2.676 -3.814 -0.519
H -2.861 -3.233 -4.259
H -1.326 5.052 2.908
H -2.422 1.238 -5.752
H 3.511 5.376 4.656
H -3.227 0.633 -4.292
H 2.814 3.188 -3.105
H -1.420 0.210 3.538
H -3.196 -3.587 -2.554
H 1.302 -3.445 4.783
H 2.578 -5.404 -4.915
H 0.618 -1.031 -2.214
H 2.863 1.419 -4.885
H -0.553 -3.912 3.137
H 1.762 -0.795 -4.346
H 1.135 -6.411 -5.016
H 3.530 6.598 2.531



No. 6
ORCA calculation (wB97M-V/def2-TZVPD) on a molecular structure, C2BrClFIO in a non-equilibrium geometry.

- Orbital gap (spin up / spin down): 0.25614 / 0.30782 hartree
- Lowest unoccupied orbital energy (spin up / spin down): -1.37 / -0.55 eV
- Energy relative to the best compared isomer or geometry (same formula, charge and spin): 3.485 eV
- HOMO (spin up / spin down): -8.342 / -8.924 eV

Geometry (Å):
I 2.294 -0.690 0.971
Br 1.165 2.311 -0.236
Cl -1.652 -0.004 1.674
F 1.152 -0.065 -1.669
O -2.273 -1.351 -0.487
C -1.722 -0.573 0.155
C 1.036 0.372 -0.409



The calculation returns the following electronic energy values, one per record and in order: -1937.6377 -719.2910 -344.0708 -985.9509 -3160.3495 -3583.0738 a.u..